[1]
{"formula": "C5H11N2O", "method": "wB97M-V/def2-TZVPD", "orbital_gap_ev": 8.12, "relative_energy_kcal_mol": 70.4, "e_lumo_ev": -4.492, "charge": 1, "species": ["H", "H", "H", "O", "N", "C", "H", "N", "H", "H", "H", "C", "C", "H", "H", "H", "C", "C", "H"], "xyz": [[2.8892, -2.2308, -2.3627], [1.9528, -1.1354, 1.1595], [-0.9006, 4.0195, 2.2433], [-1.2958, 3.1359, 2.2363], [1.3801, -1.1755, 0.3808], [-0.8983, 2.2858, 1.3468], [1.2794, -2.2226, -2.6137], [1.9604, -2.2037, -1.8465], [-0.7895, -1.2091, -1.2231], [-2.5833, 0.5201, -1.0124], [0.2026, 0.0494, 1.3238], [-0.7811, -0.4735, -0.3759], [-1.8083, 1.5090, 0.7463], [1.9571, -3.1410, -1.3781], [0.1490, 2.0848, 1.1030], [-2.7860, 1.9352, 0.6792], [-1.7803, 0.5032, -0.2517], [0.2697, -0.5163, 0.4169], [1.5830, -1.7351, -0.5721]], "forces_ev_per_a": [[-1.3, 0.5, 1.0], [1.4, 0.1, 1.5], [0.5, -0.3, 0.0], [-0.6, 1.5, 1.0], [-1.6, -1.1, -2.7], [1.1, -1.9, -1.1], [0.0, -0.2, 0.5], [1.6, -2.3, -1.9], [-0.4, 0.9, 0.7], [0.4, -0.1, 0.7], [-0.4, 0.5, 0.6], [-3.8, -0.2, -4.5], [-1.8, 0.4, -1.5], [-0.2, 0.5, -1.0], [0.1, 0.8, 0.4], [-0.8, 0.4, 1.0], [2.2, -1.4, -0.4], [2.9, 0.6, 4.4], [0.6, 1.5, 1.3]]}



[2]
{"formula": "H16O8", "method": "wB97M-V/def2-TZVPD", "orbital_gap_ev": 10.67, "relative_energy_kcal_mol": 68.2, "e_lumo_ev": -0.186, "species": ["H", "O", "H", "H", "H", "O", "H", "H", "H", "H", "H", "H", "O", "H", "O", "H", "H", "O", "O", "H", "O", "O", "H", "H"], "xyz": [[-3.3637, -0.4368, -0.9482], [0.0646, -0.5816, -1.2401], [-0.3240, -0.6056, 2.3782], [3.5986, -0.9700, 2.7694], [-5.4308, 2.5765, 0.6262], [-3.0072, -0.6878, -1.8078], [-2.8571, -1.6369, -1.7314], [-0.3422, -0.1555, -2.0029], [-0.9262, -3.0204, 0.5866], [1.4823, 3.2978, -1.3022], [4.1332, 0.1787, -1.9073], [-0.4317, 0.0847, 1.0284], [-1.2955, -3.1754, -0.2901], [3.5783, 0.7569, -0.6159], [0.2130, -0.2198, 1.6769], [2.6364, 3.9034, -0.5202], [3.7509, -2.1064, 1.7717], [-4.9243, 2.4051, 1.4282], [1.7544, 3.5313, -0.4075], [-0.6437, -0.6202, -0.5876], [3.9331, 1.0159, -1.4738], [3.8324, -1.1494, 1.8517], [-4.2896, 1.7292, 1.1648], [-1.1413, -4.1138, -0.4471]], "forces_ev_per_a": [[-0.1, -0.1, -0.1], [0.1, 0.3, 0.0], [0.1, 0.1, 0.1], [0.0, 0.1, -0.1], [0.0, 0.0, 0.1], [0.0, 0.1, 0.2], [0.1, -0.1, 0.0], [-0.1, -0.1, 0.1], [0.1, 0.1, -0.1], [0.1, -0.1, 0.1], [0.0, 0.1, 0.1], [0.3, 0.3, 0.1], [-0.2, -0.2, 0.2], [-0.1, 0.0, 0.0], [-0.3, -0.3, 0.2], [-0.1, -0.1, 0.0], [0.0, 0.1, -0.1], [0.0, -0.2, -0.2], [0.0, 0.1, -0.1], [0.1, -0.3, -0.5], [0.1, -0.1, -0.1], [0.0, -0.2, 0.1], [0.0, 0.1, 0.1], [0.0, 0.1, -0.1]]}



[3]
{"formula": "H4OSSi", "method": "wB97M-V/def2-TZVPD", "orbital_gap_ev": 9.48, "relative_energy_kcal_mol": 57.0, "e_lumo_ev": -0.367, "species": ["S", "O", "H", "H", "Si", "H", "H"], "xyz": [[2.0801, 0.3458, -0.0337], [-1.8059, -1.3363, 0.8025], [2.3260, -0.4519, 1.0144], [-0.9202, 0.8536, -0.3110], [-1.9797, -0.1861, -0.1597], [3.4758, 0.5586, -0.4056], [-3.1761, 0.2162, -0.9069]], "forces_ev_per_a": [[2.0, 0.4, -0.7], [-0.1, -0.5, 0.1], [0.2, 0.0, -0.1], [-0.2, -0.3, -0.1], [0.6, 1.0, 0.1], [-2.3, -0.5, 0.8], [-0.2, -0.2, -0.1]]}



[4]
{"formula": "C23H19N6O4SW", "method": "wB97M-V/def2-TZVPD", "orbital_gap_ev": [6.92, 7.26], "relative_energy_kcal_mol": 0.0, "e_lumo_ev": [-9.902, -10.429], "charge": 3, "spin_multiplicity": 3, "species": ["H", "C", "H", "C", "N", "C", "H", "C", "C", "C", "H", "O", "H", "H", "C", "C", "H", "N", "H", "N", "C", "N", "H", "N", "C", "C", "O", "C", "C", "C", "N", "C", "H", "H", "O", "C", "C", "W", "H", "C", "H", "H", "C", "C", "H", "H", "H", "C", "H", "O", "C", "H", "S", "C"], "xyz": [[-4.5710, 3.3554, -0.8056], [-0.1468, 2.6565, 0.5324], [-4.4661, -3.7744, -1.2093], [-3.6492, -3.1135, -0.9508], [1.0870, -0.6191, -5.0261], [2.8729, 0.4903, -1.7775], [-2.4180, 4.2473, 0.0386], [-3.7108, 2.7036, -0.7145], [0.2022, 3.8899, 1.0331], [2.9286, -1.1631, -0.1797], [1.6511, 4.9731, 2.1949], [2.3780, -2.7392, 1.5487], [4.8273, -2.0206, 0.3056], [1.7128, 2.9064, -3.5678], [4.9577, -0.5159, -1.2418], [1.3624, 4.0132, 1.7860], [1.9122, -1.0814, -4.6804], [0.6371, 1.5673, 0.7168], [-1.2504, -0.0541, -5.8522], [-1.5361, 1.0647, -0.4914], [2.0479, -1.8611, 0.8290], [-1.5498, -1.4316, -0.3224], [-2.0426, -0.5142, -4.3907], [-1.1828, -0.3511, -4.8878], [-1.4548, -2.7446, -0.1003], [2.1290, 2.8850, 2.0296], [0.8174, -1.3024, 0.7850], [1.9229, 1.4439, -2.3892], [-1.4292, 2.3556, -0.1349], [-0.0444, -0.7345, -4.3422], [2.2344, -0.3038, -0.9153], [4.2286, 0.4202, -1.9800], [-0.5302, -3.0938, 0.3341], [2.3046, 0.7828, 1.6490], [0.7405, 1.4005, -2.0447], [-2.7262, 0.5409, -0.8344], [-2.5004, 3.2113, -0.2588], [0.1759, -0.1051, -0.5675], [-4.8031, 0.9194, -1.2092], [1.7393, 1.6855, 1.4718], [3.0125, 2.9285, 2.6514], [1.0955, -0.3367, -5.9974], [-3.7637, -1.7407, -1.1520], [-3.8396, 1.3457, -0.9664], [4.7029, 1.0926, -2.6839], [-4.6765, -1.3148, -1.5465], [6.0289, -0.6068, -1.3725], [-2.4883, -3.6154, -0.3926], [-2.3754, -4.6698, -0.1817], [2.3907, 2.2823, -3.2509], [-2.7082, -0.9305, -0.8132], [-0.4352, 4.7463, 0.8623], [-0.0624, -1.4988, -2.7764], [4.3008, -1.3069, -0.3164]], "forces_ev_per_a": [[0.0, 0.0, 0.0], [-0.2, 0.0, -0.1], [0.0, 0.0, 0.0], [0.0, 0.0, 0.0], [0.0, 0.0, 0.1], [0.0, 0.3, -0.4], [0.0, 0.0, 0.0], [-0.1, 0.0, 0.0], [0.0, 0.2, 0.1], [0.0, -0.2, 0.2], [0.0, 0.0, 0.0], [0.1, -0.1, 0.1], [0.0, 0.0, 0.0], [0.0, 0.0, 0.0], [0.1, 0.0, 0.0], [0.0, 0.0, 0.0], [0.0, 0.0, 0.0], [0.1, 0.0, 0.2], [0.0, 0.0, 0.0], [-0.7, 0.3, -0.1], [-0.1, 0.1, -0.2], [0.0, 0.1, 0.0], [0.0, 0.0, 0.0], [0.0, 0.1, 0.0], [0.1, -0.1, 0.1], [0.0, 0.1, 0.1], [0.5, -0.9, 1.0], [0.7, -0.1, -0.1], [0.3, 0.1, 0.1], [0.1, 0.1, 0.1], [1.0, 0.0, 0.2], [0.2, 0.1, -0.2], [0.0, 0.0, 0.0], [0.0, 0.0, 0.0], [-0.5, 0.1, 0.2], [-0.2, -0.2, 0.2], [-0.1, 0.2, 0.0], [-1.1, 0.3, -1.5], [0.0, 0.0, 0.0], [0.0, -0.1, 0.0], [0.0, 0.0, 0.0], [0.0, 0.0, 0.0], [-0.2, 0.0, 0.0], [-0.1, 0.0, -0.1], [0.0, 0.0, 0.0], [0.0, 0.0, 0.0], [0.0, 0.0, 0.0], [-0.1, -0.1, 0.0], [0.0, 0.0, 0.0], [0.1, 0.1, -0.1], [0.0, 0.1, 0.0], [0.0, 0.0, 0.0], [0.0, -0.4, 0.2], [0.1, -0.1, 0.1]]}



[5]
{"formula": "C4H5NOS", "method": "wB97M-V/def2-TZVPD", "orbital_gap_ev": [6.61, 7.37], "relative_energy_kcal_mol": 73.6, "e_lumo_ev": [0.677, -2.407], "spin_multiplicity": 3, "species": ["H", "S", "C", "O", "C", "N", "H", "C", "C", "H", "H", "H"], "xyz": [[-2.3613, -0.9440, 1.1075], [2.9381, 0.8121, 0.2125], [-1.0892, 0.0089, -0.3969], [-2.9301, 1.8130, 0.2265], [0.2862, 0.3574, 0.1212], [-2.3148, -0.5320, 0.2790], [-1.0039, -0.3591, -1.3623], [-2.2858, 0.8075, -0.0464], [1.5036, 0.1430, -0.5075], [2.2285, 0.9165, 1.4336], [0.2699, 1.0132, 0.9861], [1.6634, -0.1932, -1.5912]], "forces_ev_per_a": [[-0.2, -1.9, 4.7], [-2.2, -0.4, 1.1], [2.3, 1.3, 0.3], [1.7, -1.7, -1.0], [-5.8, 0.7, 2.7], [0.5, 2.9, -4.6], [-0.1, -0.8, -1.9], [-2.1, 0.5, 2.0], [5.1, -1.3, -3.9], [1.3, 0.0, -1.0], [0.0, 0.0, 0.0], [-0.5, 0.7, 1.8]]}



[6]
{"formula": "H2NaO", "method": "wB97M-V/def2-TZVPD", "orbital_gap_ev": 11.88, "relative_energy_kcal_mol": 3.6, "e_lumo_ev": -5.093, "charge": 1, "species": ["H", "O", "H", "Na"], "xyz": [[-1.1493, 0.3192, 0.0495], [-0.1962, 0.3732, -0.1891], [0.1602, 1.0961, 0.3755], [1.1853, -1.7884, -0.2359]], "forces_ev_per_a": [[0.9, 0.2, -0.3], [-0.2, 0.0, 0.9], [-0.4, -0.6, -0.6], [-0.3, 0.4, -0.1]]}



[7]
{"formula": "C16H19Cl3N2O", "method": "wB97M-V/def2-TZVPD", "orbital_gap_ev": 9.57, "e_lumo_ev": 0.618, "species": ["H", "H", "H", "Cl", "H", "Cl", "H", "C", "C", "C", "Cl", "H", "H", "O", "C", "C", "C", "N", "H", "H", "H", "H", "C", "C", "C", "H", "C", "H", "H", "C", "H", "H", "H", "C", "N", "C", "C", "H", "C", "C", "H"], "xyz": [[0.8970, -2.4332, -1.8893], [2.6434, -1.2065, 1.2537], [-4.9938, 0.4323, -1.6762], [-2.4925, 1.8731, -1.7193], [0.0088, 0.9778, -1.0097], [-3.6726, 2.9778, 0.6865], [5.8504, 1.3508, 2.4658], [-0.8732, -0.1359, 0.6200], [3.3551, -0.4237, 1.0428], [5.1509, 1.0105, 1.7178], [4.3212, 1.8822, -2.0704], [0.9749, 0.9555, 0.4867], [-0.5248, -0.6767, 1.5088], [-3.5133, -1.6648, -1.3060], [3.3408, 0.1414, -0.2276], [0.3465, 0.3485, -0.1685], [-4.8522, 0.8143, -0.6754], [1.1214, -0.7851, -0.6392], [2.8064, -1.2244, -1.7605], [-3.1031, -0.2488, 2.1745], [-0.5212, -2.7461, 0.0965], [2.1928, 0.4184, -2.0219], [-3.6096, 1.5896, -0.3930], [5.1618, 1.5825, 0.4590], [4.2460, 0.0033, 2.0091], [-5.7609, 1.1158, -0.1770], [-4.0182, -0.0479, 1.6235], [-4.6715, -0.9135, 1.7180], [-1.4587, 0.7268, 0.9295], [0.3024, -1.5942, -1.5219], [-4.5120, 0.8125, 2.0681], [-0.0642, -1.0163, -2.3884], [5.8634, 2.3649, 0.2154], [-3.7482, 0.1996, 0.1554], [-1.6646, -1.0356, -0.1861], [-2.9606, -0.9108, -0.5283], [-0.8875, -2.1300, -0.7319], [-1.5440, -2.7224, -1.3700], [2.3636, -0.3576, -1.2579], [4.2625, 1.1461, -0.5013], [4.2374, -0.4504, 2.9886]], "forces_ev_per_a": [[0.0, 0.0, 0.0], [-0.1, -0.1, 0.0], [0.1, 0.0, 0.0], [-0.1, 0.0, -0.1], [0.1, 0.0, 0.1], [0.0, -0.1, 0.0], [0.1, 0.0, 0.1], [0.2, 0.4, 0.0], [0.1, 0.0, 0.0], [0.0, 0.0, 0.0], [0.1, 0.1, -0.2], [-0.1, 0.0, 0.0], [0.0, 0.1, 0.0], [-0.2, -0.1, -0.2], [0.1, 0.1, -0.1], [-0.1, 0.0, 0.2], [0.2, 0.0, 0.0], [0.0, 0.0, -0.1], [-0.1, 0.1, -0.1], [0.1, 0.0, 0.1], [0.0, 0.0, -0.1], [0.0, -0.1, 0.1], [-0.1, 0.2, -0.1], [0.0, 0.0, 0.0], [0.0, 0.0, 0.0], [0.0, 0.1, 0.2], [0.0, 0.1, -0.1], [0.0, -0.1, 0.0], [0.0, 0.0, 0.0], [-0.1, -0.2, 0.2], [0.0, 0.0, 0.1], [0.0, 0.0, 0.0], [0.0, 0.1, 0.0], [-0.1, -0.1, 0.0], [0.3, -0.2, 0.0], [-0.4, 0.3, 0.0], [0.0, -0.2, -0.4], [0.1, 0.0, 0.1], [-0.1, 0.0, -0.1], [0.0, -0.1, 0.2], [0.0, 0.0, 0.1]]}



Number 5 is which compound? C4H5NOS



Which formula does entry 2 have? H16O8